16
Properties=species:S:1:pos:R:3:forces:R:3 method="wB97M-V/def2-TZVPD" spin_multiplicity=1 total_charge=+1 homo_ev=-13.53 gap_ev=7.6443 e_lumo_ev=-5.889 relative_energy_kcal_mol=76.7
C 0.052 -0.109 0.068 -1.78 1.66 0.50
C 1.096 -0.758 -0.271 0.50 -0.09 0.07
C -1.238 -0.968 -0.134 3.21 -0.65 -1.99
C 2.246 -1.539 -0.431 -0.05 -2.66 -0.49
C -1.332 2.006 0.505 1.68 1.74 -1.18
N -0.105 1.169 0.561 1.51 0.68 -0.24
H -1.392 -1.435 0.768 -0.70 -1.19 2.04
H -1.047 -1.711 -0.953 -0.68 0.73 0.75
H -1.939 -0.237 -0.347 -1.72 0.97 -0.79
H 2.414 -2.368 0.357 -0.06 1.62 -1.00
H 3.029 -0.760 -0.434 0.24 -0.17 0.03
H 2.239 -2.016 -1.466 0.36 0.68 1.06
H -2.231 1.647 0.946 -0.34 -0.67 0.52
H -1.026 2.976 0.982 -0.47 -1.09 -0.05
H -1.498 2.312 -0.541 -0.36 -0.33 0.24
H 0.733 1.791 0.389 -1.34 -1.24 0.54